Record 1
C4H7NO2 in the gas phase, computed with ωB97M-V/def2-TZVPD.

Computed properties:
ΔE to the lowest compared entry with this formula, charge and spin (kcal per mole): 28.4
SMILES: O=C1CNC[C@@H]1O
LUMO energy (eV): 0.910
Frontier orbital gap (eV): 10.47
Highest occupied orbital energy (hartree): -0.351

Geometry (Å):
O1 0.5634 -2.2185 -0.0875
C1 0.0862 -1.1204 0.0787
C2 -1.2873 -0.6243 -0.3355
N1 -1.2296 0.7961 -0.0010
C3 0.1724 1.2132 -0.0994
C4 0.8685 0.0637 0.6263
O2 2.2375 -0.0597 0.3910
H1 -1.4076 -0.8475 -1.4092
H2 -2.0825 -1.1459 0.2082
H3 -1.8427 1.3582 -0.5768
H4 0.3208 2.1815 0.3839
H5 0.5630 1.2671 -1.1311
H6 0.6384 0.1436 1.7029
H7 2.3994 -1.0071 0.2494



Record 2
C29H59N4OSi6V as an isolated structure, computed with ωB97M-V/def2-TZVPD.

Computed properties:
ΔE to the lowest compared entry with this formula, charge and spin (kcal per mole): 4.5
LUMO energy (eV): 0.195
Frontier orbital gap (eV): 7.89
Highest occupied orbital energy (hartree): -0.283

Geometry (Å):
V1 0.1535 0.2782 0.5947
C1 -2.7675 0.4752 2.8737
Si1 -1.2899 -0.4708 3.5185
C2 -1.8362 -2.2013 4.0147
C3 -0.5161 0.3801 5.0000
N1 -0.0581 -0.5032 2.2436
C4 1.2426 -1.0322 2.4340
C5 1.5539 -2.0822 3.3065
C6 2.8500 -2.5405 3.4280
C7 3.8636 -1.9851 2.6494
C8 3.5800 -0.9531 1.7807
C9 2.2876 -0.4232 1.6924
N2 1.9486 0.6985 0.9098
Si2 3.0048 2.0545 0.5538
C10 1.9776 3.6098 0.6345
C11 3.7799 1.8419 -1.1329
C12 4.3463 2.2164 1.8506
H1 -3.6868 0.0383 3.2689
H2 -2.8249 0.4529 1.7840
H3 -2.7333 1.5231 3.1780
H4 -2.9030 -2.1933 4.2497
H5 -1.3085 -2.5526 4.9035
H6 -1.6861 -2.9293 3.2170
H7 -1.2807 0.8592 5.6160
H8 0.1919 1.1495 4.6856
H9 0.0254 -0.3277 5.6301
H10 0.7687 -2.5400 3.8888
H11 3.0727 -3.3401 4.1221
H12 4.8763 -2.3587 2.7266
H13 4.3661 -0.5260 1.1712
H14 1.0622 3.5449 0.0485
H15 2.5569 4.4714 0.2876
H16 1.6893 3.8088 1.6684
H17 3.0163 1.6378 -1.8865
H18 4.4865 1.0079 -1.1357
H19 4.3359 2.7371 -1.4274
H20 3.9673 2.0058 2.8530
H21 4.7070 3.2487 1.8419
H22 5.2039 1.5675 1.6713
N3 -0.8677 1.5482 0.5569
C13 -1.3475 2.7876 0.9563
C14 -1.0742 3.2577 2.2437
C15 -1.5559 4.4882 2.6550
C16 -2.3117 5.2724 1.7926
C17 -2.5885 4.8080 0.5148
C18 -2.1180 3.5725 0.0970
H23 -0.4770 2.6414 2.9044
H24 -1.3384 4.8389 3.6561
H25 -2.6849 6.2349 2.1164
H26 -3.1829 5.4091 -0.1621
H27 -2.3379 3.2052 -0.8949
C19 -1.1540 3.4351 -3.4541
C20 0.1311 3.0588 -2.7562
N4 1.0719 4.0338 -2.7051
O1 0.3338 1.9356 -2.3243
H28 -1.4008 4.4889 -3.3273
H29 -1.9602 2.8128 -3.0742
H30 -1.0452 3.2294 -4.5201
H31 0.8616 4.9783 -2.9695
H32 1.9373 3.8431 -2.2291
C21 -1.4748 -0.0696 -4.3333
Si3 -2.1381 -0.7577 -2.7091
C22 -3.2720 0.4866 -1.8699
C23 -3.2466 -2.1828 -3.2576
Si4 -0.4555 -1.4330 -1.2006
Si5 1.4620 -2.0318 -2.4236
C24 1.2188 -3.6894 -3.2853
C25 1.9013 -0.7681 -3.7459
C26 2.9506 -2.2025 -1.2898
Si6 -1.2782 -3.4092 -0.2222
C27 -2.9034 -3.0052 0.6460
C28 -0.0334 -4.1406 0.9819
C29 -1.6576 -4.8283 -1.4036
H33 -2.2762 0.4586 -4.8599
H34 -1.1530 -0.8958 -4.9719
H35 -0.6329 0.6049 -4.1979
H36 -3.9343 0.9786 -2.5883
H37 -2.6954 1.2388 -1.3336
H38 -3.9006 -0.0249 -1.1355
H39 -3.9917 -1.7931 -3.9584
H40 -3.7820 -2.6516 -2.4309
H41 -2.6772 -2.9551 -3.7788
H42 0.2865 -3.7274 -3.8526
H43 1.2089 -4.5110 -2.5667
H44 2.0454 -3.8643 -3.9804
H45 1.2616 -0.8817 -4.6223
H46 2.9378 -0.9137 -4.0645
H47 1.7883 0.2534 -3.3807
H48 2.7495 -2.8440 -0.4287
H49 3.2522 -1.2242 -0.9107
H50 3.7936 -2.6261 -1.8439
H51 -2.8315 -2.1125 1.2675
H52 -3.2374 -3.8349 1.2754
H53 -3.6809 -2.8217 -0.1007
H54 0.3329 -3.4204 1.7097
H55 0.8333 -4.5124 0.4276
H56 -0.4695 -4.9880 1.5200
H57 -2.3474 -4.5676 -2.2024
H58 -2.1166 -5.6294 -0.8143
H59 -0.7509 -5.2315 -1.8547



Record 3
C4H7NO4Sn as an isolated structure at a distorted geometry, computed with ωB97M-V/def2-TZVPD.

Computed properties:
Spin multiplicity: 2
LUMO energy (alpha / beta) (eV): 2.217 / 2.407
Frontier orbital gap (alpha / beta) (eV): 4.46 / 5.39
⟨S²⟩: 0.861
Net charge: -1
Highest occupied orbital energy (alpha / beta) (hartree): -0.082 / -0.110

Geometry (Å):
Sn1 8.2858 -16.5875 -19.1798
C1 8.5355 -18.0770 -15.9062
O1 7.6604 -17.4063 -16.3850
O2 8.8045 -18.2654 -14.6898
O3 9.4358 -18.4390 -16.7548
C2 12.6459 -19.0936 -20.5774
C3 11.5055 -18.7522 -19.6909
O4 11.0012 -17.7046 -19.7575
N1 11.1173 -19.5940 -18.7451
C4 11.7172 -20.9095 -18.3730
H1 13.3698 -19.8058 -20.1813
H2 13.2222 -18.1870 -20.7619
H3 12.2369 -19.4976 -21.5035
H4 10.4963 -19.1974 -18.0543
H5 12.0572 -21.4545 -19.2536
H6 10.9247 -21.4275 -17.8328
H7 12.5557 -20.6511 -17.7264